A cluster of 2 separate species, C28H44BCl2F2IN3O7PS in total in a non-equilibrium geometry, computed with ωB97M-V/def2-TZVPD.

Element x y z (Å)
C 0.87 -3.87 3.82
C 0.04 -2.81 3.09
C 0.98 -1.81 2.39
Cl 1.50 -0.71 3.73
N 0.52 -0.95 1.23
C 1.69 -0.48 0.31
Cl 2.35 1.00 1.13
C 2.86 -1.47 0.26
C 3.94 -1.49 1.37
C 5.19 -0.71 1.00
C 6.06 -1.33 -0.06
O 6.81 -0.68 -0.70
O 6.04 -2.69 -0.20
C 1.25 -0.10 -1.17
C 1.64 -1.19 -2.19
C 1.84 1.23 -1.67
C 3.37 1.33 -1.86
C 3.82 1.29 -3.31
I 4.00 3.29 -1.12
O -0.17 0.01 -1.42
C -1.14 -0.01 -0.38
C -2.52 -0.05 -1.11
C -3.73 0.82 -0.73
N -4.79 0.20 0.07
P -0.92 1.63 0.53
C -2.06 1.92 1.94
C -1.49 1.52 3.32
C -1.19 2.91 -0.72
C -0.42 4.20 -0.37
C -0.79 -1.29 0.46
S -2.21 -1.39 1.61
C -0.60 -2.56 -0.38
C -1.14 -2.73 -1.66
C -0.91 -3.90 -2.39
N -0.17 -4.91 -1.96
C 0.39 -4.75 -0.77
C 0.22 -3.62 0.04
H 0.24 -4.74 3.98
H 1.69 -4.22 3.19
H 1.28 -3.51 4.75
H -0.64 -3.33 2.43
H -0.58 -2.31 3.83
H 1.88 -2.36 2.17
H 0.25 -0.07 1.72
H 3.40 -1.36 -0.67
H 2.42 -2.47 0.23
H 3.58 -1.22 2.35
H 4.25 -2.53 1.44
H 4.98 0.31 0.72
H 5.80 -0.65 1.90
H 5.15 -2.96 -0.46
H 1.02 -1.07 -3.06
H 1.54 -2.19 -1.79
H 2.68 -1.10 -2.51
H 1.46 2.06 -1.09
H 1.41 1.34 -2.66
H 3.95 0.66 -1.24
H 3.29 2.08 -3.84
H 4.87 1.54 -3.38
H 3.62 0.33 -3.77
H -2.93 -1.06 -1.21
H -2.26 0.21 -2.14
H -3.53 1.79 -0.30
H -4.22 1.05 -1.68
H -4.96 -0.75 -0.23
H -4.60 0.23 1.06
H -3.04 1.48 1.81
H -2.23 3.00 1.94
H -1.80 2.25 4.06
H -1.91 0.57 3.63
H -0.41 1.48 3.30
H -0.81 2.53 -1.67
H -2.23 3.16 -0.88
H -1.12 5.00 -0.16
H 0.22 4.05 0.50
H 0.20 4.51 -1.20
H -2.39 -2.72 1.57
H -1.70 -1.97 -2.15
H -1.34 -4.00 -3.38
H 1.02 -5.55 -0.41
H 0.76 -3.62 0.97
B -6.40 3.89 -0.54
O -6.16 5.37 -0.60
C -5.08 5.62 -1.30
O -4.59 6.70 -1.52
C -4.49 4.27 -1.76
O -3.47 4.12 -2.39
O -5.26 3.31 -1.32
F -7.60 3.56 -1.13
F -6.34 3.45 0.77

E_tot (Ha): -3966.5504
Energy relative to the best compared isomer or geometry (same formula, charge and spin) (kJ/mol): 0.0
HOMO-LUMO gap (eV): 7.2161
F_max (eV/A): 2.27